13
Properties=species:S:1:pos:R:3:lowdin_charge:R:1 method="wB97M-V/def2-TZVPD" e_lumo_ha=-0.1852 fmax_ha_per_bohr=0.028 total_charge=+1 multiplicity=1
C -1.2823 1.8763 0.2682 -0.07
O -0.2491 0.9643 0.5583 -0.43
C 1.0634 1.5384 0.8710 -0.29
C 1.9805 0.3798 1.1787 -0.28
H -2.2020 1.3003 0.1136 0.10
H -1.4180 2.5813 1.1038 0.11
H -1.0496 2.4393 -0.6492 0.11
H 0.9022 2.2212 1.7222 0.13
H 1.3550 2.1396 -0.0065 0.13
H 1.0461 -1.9537 -0.7831 -0.16
H 2.3850 0.4638 2.1968 0.04
H 2.8504 0.2737 0.5166 0.05
Y 0.3096 -1.2348 0.8568 1.55

---

12
Properties=species:S:1:pos:R:3:lowdin_charge:R:1 method="wB97M-V/def2-TZVPD" e_lumo_ha=0.0404 fmax_ha_per_bohr=0.021 de_lowest_kcal_mol=29.5 multiplicity=1
C -4.8559 -3.1345 2.2651 -0.08
C -5.0575 -4.4394 2.2307 -0.09
H -5.2057 -2.5503 1.4291 0.04
H -4.4581 -2.7245 3.1763 0.04
H -5.5727 -4.9983 1.4620 0.04
H -4.8097 -5.0037 3.1282 0.04
C 3.9247 2.1856 -0.6349 -0.49
S 2.4830 2.3224 -1.7312 0.61
H 3.9299 1.1487 -0.2977 0.02
H 4.8432 2.4838 -1.1127 0.02
H 3.7381 2.7603 0.2677 0.02
H 2.8248 3.3882 -2.4610 -0.17

---

12
Properties=species:S:1:pos:R:3:lowdin_charge:R:1 method="wB97M-V/def2-TZVPD" e_lumo_ha=0.0404 fmax_ha_per_bohr=0.055 de_lowest_kcal_mol=15.0 multiplicity=1
C 1.5723 1.1542 0.0168 -0.20
C 0.1562 0.6423 -0.1364 -0.53
S -0.2107 -0.7246 1.1037 0.75
C -1.4729 -1.5399 0.0419 -0.44
H 1.9678 0.9930 1.0457 0.06
H 2.3287 0.6615 -0.6047 0.07
H 1.6768 2.2344 -0.1910 0.07
H -0.5523 1.4398 0.0372 0.06
H 0.1227 0.1525 -1.1088 0.06
H -2.3941 -0.9948 0.3644 0.02
H -1.7046 -2.5122 0.4999 0.02
H -1.4898 -1.5062 -1.0688 0.05

---

12
Properties=species:S:1:pos:R:3:lowdin_charge:R:1 method="wB97M-V/def2-TZVPD" e_lumo_ha=0.0319 fmax_ha_per_bohr=0.070 de_lowest_kcal_mol=19.8 multiplicity=1
C 1.0485 -1.5059 -0.7962 -0.22
C 0.5161 -0.5818 0.2557 -0.30
S -0.7965 0.7389 -0.9133 0.65
C -1.2664 1.7240 0.5444 -0.50
H 0.2268 -2.0135 -1.2978 0.06
H 1.6052 -0.9496 -1.5456 0.06
H 1.7092 -2.2595 -0.3665 0.07
H 1.2228 0.1156 0.6780 0.06
H -0.1768 -1.0150 0.9588 0.05
H -2.0865 2.3789 0.2685 0.02
H -0.4161 2.3147 0.8763 0.02
H -1.5863 1.0530 1.3377 0.02